Record 1
The following is a quantum chemistry calculation of a single C3H8N4S molecule, from OMol25.

Last column: Löwdin charge in e.
Atoms and positions in Å:
1 S 2.29683 -0.39852 0.44525  0.81
2 N -0.37387 0.81878 0.60106  -0.03
3 N -1.24682 -0.76519 -0.94458  0.13
4 N -1.59875 1.24781 0.95783  -0.03
5 N 1.05601 -0.53760 -0.69317  -0.52
6 C -1.67156 2.22454 1.76761  -0.04
7 C 1.20246 -1.58449 -1.69857  -0.14
8 C -0.26944 -0.19757 -0.35671  -0.52
9 H 0.94737 -2.56746 -1.32176  0.08
10 H -2.14628 -0.36400 -0.63991  0.05
11 H 0.47391 1.25632 0.93391  0.08
12 H -2.64841 2.55994 2.05622  0.06
13 H 0.51877 -1.35705 -2.51524  0.08
14 H -0.79822 2.70919 2.18336  0.07
15 H 2.21446 -1.58388 -2.02187  0.06
16 H 2.04353 -1.46083 1.24657  -0.12

Computed properties:
- Max |F|: 0.017 Eh/bohr
- Relative energy (zero: lowest compared OMol25 entry of this formula, charge and spin): 36.0 kcal per mole
- SMILES: [H]/N=C(\NN=C)N(C)S
- DFT total energy: -736.2608 Ha
- Gap between HOMO and LUMO: 9.5 eV


Record 2
The following is a quantum chemistry calculation of a molecular structure, C38H43ClN2O3RuSi at a distorted geometry, from OMol25.

Last column: Löwdin spin population.
Atoms and positions in Å:
1 Ru 0.58877 -0.19515 -1.59806  2.98
2 Cl 2.17184 -0.33581 -3.19621  0.28
3 Si -0.56978 0.18046 2.25793  0.01
4 O -0.33786 3.99599 -1.55608  0.02
5 O -0.33320 -0.07087 0.71582  0.10
6 O -0.09771 -4.41327 -1.82279  0.03
7 N 0.46554 -2.31944 -1.29257  0.07
8 N 0.53419 1.94220 -1.49460  0.06
9 C 0.91334 4.13109 -0.79211  0.00
10 C 3.04813 -1.48146 4.73577  0.00
11 C 2.72615 2.89931 -2.00591  0.00
12 C -0.43293 -2.68244 -5.37931  0.00
13 C 1.79934 -2.10805 4.79605  0.00
14 C 1.61976 2.79057 -0.97031  0.01
15 C 2.81809 -2.65037 -0.67888  0.02
16 C -0.81979 1.04945 -4.62941  0.03
17 C -0.83134 1.99678 2.59140  0.00
18 C -0.46892 2.70942 -1.85591  0.04
19 C -4.28299 -2.27595 3.62576  0.00
20 C 3.21239 -0.34189 3.94131  0.00
21 C -2.11661 3.99964 2.11566  0.00
22 C 2.14241 2.22000 0.32389  0.02
23 C -3.83258 -2.37142 2.30289  0.00
24 C 2.12890 0.17522 3.22235  0.00
25 C -0.51261 -0.15789 -5.27257  0.24
26 C -2.56266 -0.63057 4.09504  0.00
27 C 0.71802 -1.59053 4.07392  0.00
28 C -0.38234 -3.11917 -1.90020  0.06
29 C 0.87167 -0.44085 3.28575  0.00
30 C -0.10669 2.69528 3.56279  0.00
31 C -1.59242 -2.67500 -2.64042  0.05
32 C -1.68923 2.22831 -2.55397  0.04
33 C -0.38581 4.04562 3.80733  0.00
34 C -0.76535 -1.39700 -4.67035  0.02
35 C -1.26933 1.02613 -3.31974  0.21
36 C 1.40006 -3.13985 -0.49063  0.01
37 C -3.65302 -1.40100 4.51954  0.00
38 C -1.03381 -0.21136 -2.60463  0.28
39 C -1.21311 -1.43501 -3.35918  0.22
40 C -1.81245 2.66199 1.84516  0.00
41 C 1.03473 -3.09649 0.98301  0.00
42 C -2.73397 -1.61000 1.88214  0.00
43 C -2.08330 -0.76644 2.78945  0.00
44 C -1.40385 4.69282 3.10346  0.00
45 C 1.15301 -4.53310 -1.06019  0.01
46 C -0.53957 2.36486 -5.30625  0.00
47 H 1.46345 4.99014 -1.19568  0.00
48 H 2.53579 1.20639 0.17788  0.02
49 H 3.89010 -1.87895 5.30643  0.00
50 H -3.99857 -1.31374 5.55013  0.00
51 H -5.12819 -2.88186 3.95917  0.00
52 H -2.37585 -1.67465 0.85111  0.00
53 H -2.37347 -2.46198 -1.89050  0.02
54 H 3.07499 -2.64370 -1.74152  0.00
55 H 0.64944 4.32584 0.26048  0.00
56 H 1.65461 -3.00098 5.40581  0.00
57 H 1.00843 -5.31560 -0.30591  0.00
58 H -0.00639 -3.40262 1.13986  0.00
59 H -1.93130 -3.47950 -3.30548  0.00
60 H 3.49404 -3.32574 -0.14240  0.00
61 H 2.94481 2.86595 0.70076  0.00
62 H 0.19367 4.58162 4.56191  0.00
63 H 1.16654 -2.08964 1.38622  0.00
64 H -2.07473 0.06750 4.78121  0.00
65 H 3.47355 3.61476 -1.64372  0.00
66 H -1.64764 5.73507 3.32177  0.00
67 H -1.21478 -0.23120 -1.30546  0.04
68 H 0.66742 2.18112 4.13478  0.00
69 H -1.39580 3.04462 -5.27401  0.00
70 H -2.91386 4.49402 1.56021  0.00
71 H -0.09925 -2.48083 -6.39970  0.00
72 H -4.32813 -3.03800 1.59539  0.00
73 H -0.25418 -2.08703 4.12222  0.00
74 H -2.09011 3.03049 -3.18804  0.00
75 H 3.19160 1.92479 -2.17853  0.00
76 H 0.38249 -3.21147 -4.86859  0.00
77 H -2.35594 2.12495 1.06174  0.00
78 H -0.26993 2.20368 -6.35277  0.00
79 H -0.07210 -0.13161 -6.26899  0.02
80 H 4.18176 0.15713 3.88255  0.00
81 H 1.94058 -4.84362 -1.75989  0.00
82 H -2.42977 1.96480 -1.78061  0.01
83 H 0.30775 2.87986 -4.83285  0.00
84 H 1.69258 -3.78287 1.53347  0.00
85 H 2.26950 1.07510 2.61939  0.00
86 H 2.31495 3.26414 -2.95556  0.00
87 H -1.28659 -3.36482 -5.42946  0.00
88 H 1.32748 2.19111 1.05673  0.00
89 H 2.93795 -1.63744 -0.27572  0.01

Computed properties:
- Max |F|: 0.117 Eh/bohr
- Relative energy (zero: lowest compared OMol25 entry of this formula, charge and spin): 0.0 kcal per mole
- Charge: -1
- Expectation value of S²: 8.79
- DFT total energy: -2653.6222 Ha
- Gap between HOMO and LUMO (alpha / beta): 3.0 / 7.0 eV
- 2S+1: 6


Record 3
The following is a quantum chemistry calculation of a molecular structure, C14H16F11N4O4RuS3, from OMol25.

Last column: Löwdin spin population.
Atoms and positions in Å:
1 Ru 0.05388 0.30803 -0.39219  3.46
2 S -2.99844 1.55644 -1.17764  0.01
3 S -0.99427 3.50841 -1.19511  0.01
4 S -0.26415 0.91677 2.14567  0.58
5 F -1.27132 0.74857 4.86356  0.03
6 F -1.99855 -3.85409 2.11164  0.00
7 F -0.86611 3.47106 -3.79694  0.00
8 F -0.76817 -1.81335 0.90455  0.05
9 F -1.27990 5.42953 -2.97069  0.00
10 F -3.32661 -0.48912 -2.75375  0.00
11 F 0.71179 4.59157 -2.80687  0.00
12 F -2.48974 -1.33287 6.04284  -0.01
13 F -1.40010 0.50440 -2.94828  0.01
14 F -3.19261 1.41107 -3.78203  0.00
15 F -2.84828 -3.61337 4.65339  0.05
16 O -4.38730 1.54172 -0.92683  0.01
17 O -2.13965 0.80447 -0.24003  0.09
18 O 0.03993 2.43660 -1.20404  0.07
19 O -0.85732 4.47684 -0.16772  0.00
20 N -2.43328 2.98748 -1.44329  0.00
21 N 2.96913 2.70167 -2.23226  0.00
22 N 0.80781 -1.23881 -1.94024  0.07
23 N 2.28137 -0.49136 0.50192  0.08
24 C 2.73630 1.28998 -1.75074  0.02
25 C -0.62212 4.32033 -2.80978  0.00
26 C 3.88006 0.76961 -0.90417  0.00
27 C -2.25639 -2.60089 4.08935  0.14
28 C -1.44067 -0.36168 4.19001  0.10
29 C 2.17574 -1.07214 -2.51070  0.01
30 C -0.97649 -0.44104 2.84863  0.11
31 C 3.48818 -0.61088 -0.36291  0.01
32 C -1.19145 -1.66499 2.17494  0.06
33 C -1.81084 -2.72300 2.76199  0.01
34 C -2.75028 0.69022 -2.78528  0.00
35 C -2.06706 -1.42194 4.80095  -0.01
36 C 3.23075 -1.56662 -1.52317  0.00
37 C 2.41610 0.38521 -2.93435  0.00
38 H 3.25468 0.39671 -3.63766  0.00
39 H 2.48161 0.12587 1.28369  0.01
40 H 4.32571 -0.99436 0.22046  0.00
41 H 1.87289 1.39111 -1.11494  0.01
42 H 4.10033 1.45368 -0.07766  0.00
43 H 2.95331 -2.55732 -1.15092  0.00
44 H 3.67098 2.73797 -2.97406  0.00
45 H 2.09565 3.11497 -2.58427  0.00
46 H 3.28855 3.30390 -1.47048  0.00
47 H 0.11577 -1.19567 -2.68507  0.00
48 H 0.72093 -2.16943 -1.54119  0.00
49 H 4.17138 -1.70021 -2.06011  0.00
50 H 2.25143 -1.67674 -3.41365  0.00
51 H 4.78931 0.66516 -1.50244  0.00
52 H 2.06837 -1.39647 0.91214  0.00
53 H 1.53530 0.75681 -3.46946  0.00

Computed properties:
- Max |F|: 0.008 Eh/bohr
- Relative energy (zero: lowest compared OMol25 entry of this formula, charge and spin): 0.0 kcal per mole
- Charge: +2
- Expectation value of S²: 8.78
- DFT total energy: -3450.3861 Ha
- Gap between HOMO and LUMO (alpha / beta): 9.3 / 6.7 eV
- 2S+1: 6


Record 4
The following is a quantum chemistry calculation of 10 unconnected molecules or ions with the total composition C40H99BN9O17 at a distorted geometry, from OMol25.

Last column: Löwdin charge in e.
Atoms and positions in Å:
1 O 3.29792 3.77369 3.45979  -0.20
2 O -0.44964 1.39302 0.45258  0.18
3 O -1.59380 0.84671 -1.58415  0.23
4 O 1.08455 4.62899 -1.32523  -0.18
5 O -0.07706 -0.75208 -0.46455  0.21
6 O -1.14201 -4.77318 -1.56782  -0.19
7 O 1.68396 1.82956 1.05311  0.17
8 O -6.63436 -6.02542 1.15469  -0.20
9 O -1.50444 4.19107 4.30654  -0.20
10 O -3.54992 0.73959 -2.74901  0.13
11 O 5.72699 1.10734 3.81586  -0.19
12 O 3.33075 -6.52938 -2.16254  -0.21
13 O -2.26753 -0.30566 0.37846  0.21
14 O -4.52331 -0.64174 -0.24389  0.06
15 O -5.77859 -2.62915 -4.51503  -0.19
16 O 4.52070 1.86146 -2.23013  -0.19
17 O 2.05296 -0.99741 0.41666  0.07
18 N 7.43534 2.31156 -2.07607  0.02
19 N -0.49818 5.60164 -3.62978  0.02
20 N -7.26158 -1.02283 -1.57600  0.06
21 N 4.35207 -0.54733 2.23121  0.09
22 N 4.53233 2.47034 1.41999  0.08
23 N -5.04220 -2.75014 2.03755  0.04
24 N -3.79325 1.93991 2.64575  0.03
25 N 2.69521 -3.65769 0.24330  0.05
26 N 0.34312 -5.41119 0.91529  0.04
27 C -4.65616 -4.13449 0.23230  -0.05
28 C 7.58271 3.34282 -4.18090  -0.08
29 C -3.34508 -0.25221 -0.45187  -0.26
30 C -2.31392 4.07626 -3.21174  -0.05
31 C 3.76084 4.53761 2.37682  -0.23
32 C -0.04725 3.94999 -1.86037  -0.19
33 C 3.15775 1.59720 -2.53068  -0.09
34 C 0.79330 5.31816 -0.08337  -0.08
35 C 2.53448 -0.79368 3.91044  -0.06
36 C -5.90175 -2.31578 -3.19678  -0.26
37 C 0.83729 1.11568 0.59828  -0.38
38 C 3.40821 -3.37940 -2.09435  -0.06
39 C -2.86615 0.51159 -1.77178  -0.34
40 C -6.26353 -5.00616 2.06373  -0.19
41 C -4.85693 -3.68198 -4.79924  -0.07
42 C -2.73114 3.47605 4.12909  -0.19
43 C 6.31115 2.06407 4.66604  -0.15
44 C 3.43562 -5.78144 -0.96780  -0.18
45 C -1.11682 4.88202 -2.57710  -0.42
46 C -2.63237 2.74667 2.76465  -0.42
47 C -2.63511 3.70210 1.53878  -0.04
48 C -7.82614 -5.74053 0.37535  -0.09
49 C -1.25833 -4.12529 -2.80471  -0.12
50 C -1.38649 4.76579 5.63157  -0.09
51 C 5.42811 4.50426 0.35271  -0.04
52 C 0.99290 -0.36596 0.25636  -0.29
53 C -0.29308 -3.39855 1.96469  -0.05
54 C -1.02633 -3.81003 -0.49741  -0.15
55 C 2.25695 4.44614 4.14634  -0.09
56 C -5.74537 -3.73385 1.28034  -0.42
57 C 4.74911 0.31723 4.53786  -0.17
58 C 3.72327 0.01863 3.43719  -0.44
59 C 4.95801 3.85612 1.72197  -0.37
60 C -7.13835 -1.47878 -2.93933  -0.44
61 C 5.28194 2.24018 -3.40044  -0.15
62 C -7.04193 -0.24739 -3.81689  -0.07
63 C -0.74653 -4.42070 0.93517  -0.39
64 C 1.96926 -6.84415 -2.59059  -0.07
65 C 6.61149 3.04475 -3.01062  -0.40
66 C 2.78660 -4.31015 -1.07461  -0.42
67 B -1.12772 0.28321 -0.33057  -0.91
68 H 3.53758 -0.76350 1.67445  0.02
69 H 4.78261 2.87976 -4.12825  0.12
70 H 2.96722 4.68974 1.64531  0.11
71 H -0.28915 -3.89617 -3.24777  0.08
72 H -4.95156 -1.87359 -2.89729  0.13
73 H -5.03443 -4.73610 -0.59418  0.07
74 H -3.90641 -3.29014 -4.43721  0.07
75 H 0.02588 4.97626 -4.22506  0.07
76 H 7.94713 2.48313 -4.74327  0.07
77 H 2.73582 2.45790 -3.04959  0.08
78 H -0.00387 6.03157 -0.29235  0.08
79 H 3.57720 -3.77256 -3.09682  0.07
80 H 4.63158 4.31513 -0.36693  0.06
81 H -1.53039 5.52286 -1.79840  0.12
82 H 0.15575 -6.07486 0.17737  0.06
83 H 5.14092 -0.58919 4.99936  0.12
84 H -8.21946 -6.58400 -0.19207  0.08
85 H 4.52717 -1.52907 2.39129  0.07
86 H -5.52569 -5.34366 2.79160  0.12
87 H 0.29240 6.13420 -3.29592  0.07
88 H 4.35211 0.97790 5.30858  0.11
89 H 2.00324 3.83562 5.01294  0.09
90 H 1.39858 4.43789 3.47462  0.09
91 H 6.31869 4.07123 -0.10275  0.06
92 H 5.69397 2.92989 4.90594  0.08
93 H 1.53611 -6.03291 -3.17572  0.07
94 H 1.73303 -4.37891 -1.34544  0.09
95 H 8.46378 3.86762 -3.81160  0.07
96 H -6.14303 -3.23595 -2.66463  0.12
97 H 0.61916 -2.88047 1.66884  0.05
98 H -2.20410 5.48132 5.71897  0.08
99 H -5.07732 -4.61089 -4.27326  0.09
100 H 0.10019 -3.92612 2.83366  0.08
101 H 2.55936 5.43277 4.49736  0.09
102 H 1.67853 5.78596 0.34747  0.08
103 H -0.56682 3.27386 -1.18142  0.10
104 H -3.66480 4.03583 4.18393  0.12
105 H 2.40329 -2.71469 0.02970  0.01
106 H 8.17228 2.91994 -1.74914  0.07
107 H -6.35041 -0.99880 -1.14093  0.03
108 H -2.99158 4.65278 -3.84142  0.07
109 H -3.53838 4.31027 1.49037  0.08
110 H 4.31193 -2.93397 -1.67844  0.08
111 H 4.46990 -5.67806 -0.63963  0.12
112 H 6.61070 1.57614 5.59355  0.08
113 H -6.58431 -3.29647 0.73906  0.12
114 H -1.80204 2.04089 2.74185  0.14
115 H 2.69524 -2.57210 -2.26177  0.07
116 H 1.78205 -0.97986 3.14410  0.06
117 H -7.90106 0.39506 -3.62384  0.07
118 H 5.59690 1.28578 -3.82233  0.12
119 H 7.24519 2.45798 4.26539  0.08
120 H -7.74460 -5.03684 -0.45308  0.08
121 H -4.73178 -2.01516 1.41824  0.04
122 H -4.68514 2.40780 2.72135  0.07
123 H -4.34086 -3.19698 -0.22570  0.05
124 H -7.05064 -0.40886 -4.89483  0.08
125 H -1.72940 4.30825 1.55819  0.06
126 H -1.87408 -3.12526 -0.47474  0.11
127 H -1.14132 -2.74318 2.16241  0.09
128 H 3.33187 1.03197 3.34746  0.11
129 H 5.78983 3.82176 2.42553  0.12
130 H 7.19413 3.97930 -4.97588  0.06
131 H 0.38695 4.67615 0.69817  0.07
132 H -3.79545 -4.68534 0.61154  0.07
133 H -0.43478 5.27853 5.77101  0.08
134 H 0.27719 3.21805 -2.60003  0.11
135 H -8.57975 -5.48296 1.11953  0.08
136 H 1.93995 -0.28950 4.67231  0.07
137 H 2.98362 -1.71372 4.28449  0.08
138 H -1.70874 -4.92961 -3.38634  0.09
139 H -3.78419 1.49881 1.73720  0.06
140 H 2.50485 1.24621 -1.73154  0.08
141 H -1.84449 3.25828 -3.75823  0.07
142 H -0.07952 -3.28318 -0.61606  0.10
143 H 2.07622 -7.63746 -3.33039  0.08
144 H 4.16359 5.49712 2.70121  0.12
145 H -4.77663 -3.81032 -5.87867  0.09
146 H -1.57090 4.00764 6.39270  0.08
147 H -2.49671 3.17914 0.59249  0.06
148 H 0.31275 -5.98483 1.74602  0.08
149 H 1.85291 -4.06756 0.62100  0.00
150 H -7.11836 -4.74803 2.68882  0.11
151 H -2.76775 2.70606 4.89973  0.12
152 H -7.52213 -0.07724 -1.81701  0.05
153 H 3.12802 0.70522 -3.15645  0.08
154 H 5.53110 5.57745 0.51317  0.06
155 H 7.91168 1.59489 -2.60481  0.07
156 H -6.17512 0.33714 -3.50853  0.08
157 H 6.30311 3.94566 -2.48020  0.12
158 H -8.00601 -2.04260 -3.28192  0.13
159 H -1.81165 -3.18618 -2.80770  0.08
160 H 2.97026 -6.37583 -0.18153  0.10
161 H 3.75592 2.50861 2.06484  0.01
162 H 1.39408 -7.14334 -1.71436  0.08
163 H 4.02869 2.55411 0.54854  0.05
164 H -5.71828 -2.35179 2.67342  0.07
165 H -3.01820 3.66053 -2.49115  0.06
166 H -1.67340 -4.85791 1.30645  0.11

Computed properties:
- Max |F|: 0.090 Eh/bohr
- Relative energy (zero: lowest compared OMol25 entry of this formula, charge and spin): 67.2 kcal per mole
- Charge: -1
- DFT total energy: -3380.1844 Ha
- Gap between HOMO and LUMO: 7.9 eV